Entry A
Density functional theory data (ωB97M-V/def2-TZVPD) for an isolated molecule of C6H13N3.

The molecular weight comes out at 127.19 Da. Its HOMO-LUMO gap is 8.5 eV. The HOMO energy is -7.54 eV. The structure (SMILES) is C/C(N)=C(\C)C/N=C/N. Its charge is 0.

Geometry as XYZ:
```
22
C6H13N3, DFT ωB97M-V/def2-TZVPD
C 0.98383 1.06228 -0.82171
C -0.25950 -2.32052 0.70987
C 1.76706 -0.20402 1.22685
C 0.03005 -1.21910 -0.28742
C 0.88863 -0.21034 -0.00194
N -0.71017 -1.29208 -1.45702
N -2.05214 2.70717 0.17489
C -1.07930 1.97792 -0.43635
N 0.16228 2.08180 -0.14526
H -1.04298 -2.23217 -1.66089
H -0.22736 -0.89813 -2.26077
H -1.70789 3.13304 1.02916
H -2.92336 2.20832 0.31198
H 2.02295 1.41023 -0.86586
H 0.68338 0.93200 -1.86756
H -1.49238 1.27015 -1.17974
H -1.29129 -2.67525 0.59473
H -0.18376 -1.97534 1.74517
H 0.41506 -3.16706 0.56140
H 2.51881 -0.99750 1.15406
H 2.30989 0.74203 1.33153
H 1.18819 -0.33342 2.14488
```

These are the natural (NBO) partial charges, in e, on atoms 1 to 2: -0.256 -0.655

---

Entry B
Density functional theory data (ωB97M-V/def2-TZVPD) for an isolated molecule of C6H13N3.

The molecular weight comes out at 127.19 Da. Its HOMO-LUMO gap is 9.5 eV. The HOMO energy is -8.49 eV. The structure (SMILES) is [H]/N=C(\C=C)N(C)N(C)C. Its charge is 0.

Geometry as XYZ:
```
22
C6H13N3, DFT ωB97M-V/def2-TZVPD
C 0.56418 1.76340 0.44576
C -2.47534 0.06359 -0.28197
C -1.22215 -0.76482 1.62445
N -0.11733 0.56672 -0.02429
N -1.36774 0.30210 0.64042
C 0.45792 -0.39374 -0.87462
C 1.94287 -0.59915 -1.08755
C 2.97439 -0.06106 -0.42890
N -0.30126 -1.19916 -1.57596
H 0.24085 -1.83269 -2.16292
H 2.18649 -1.32484 -1.86007
H -0.15917 2.54015 0.72117
H 1.15407 1.54160 1.34093
H 1.20565 2.19178 -0.32991
H -2.45921 0.76690 -1.12187
H -3.42337 0.22519 0.24377
H -2.50830 -0.95837 -0.67366
H -0.41718 -0.52773 2.32975
H -1.00674 -1.73790 1.17116
H -2.13862 -0.85731 2.21789
H 2.88192 0.64340 0.38313
H 3.98807 -0.34808 -0.69672
```

These are the natural (NBO) partial charges, in e, on atoms 1 to 2: -0.402 -0.419

---

Entry C
Density functional theory data (ωB97M-V/def2-TZVPD) for an isolated molecule of C6H13N3.

The molecular weight comes out at 127.19 Da. Its HOMO-LUMO gap is 9.0 eV. The HOMO energy is -8.04 eV. The structure (SMILES) is CC1N2[C@H](C)N[C@@H](C)N12. Its charge is 0.

Geometry as XYZ:
```
22
C6H13N3, DFT ωB97M-V/def2-TZVPD
N 0.80650 -0.54859 1.01231
N 0.77586 0.82287 0.72697
N -0.24593 -0.34034 -1.03586
C -1.69076 0.07070 1.65822
C -0.15550 0.28551 1.75376
C 1.52548 -1.99273 -0.85426
C -0.18421 2.16984 -1.16552
C 0.35099 -1.32198 -0.15394
C 0.51138 0.91250 -0.75027
H -1.19430 -0.17369 -0.75540
H -2.18579 0.20958 2.64514
H -2.12009 0.75811 0.95923
H -1.86240 -0.96873 1.30833
H 0.17819 0.48585 2.76615
H 2.03686 -2.74585 -0.21942
H 2.28200 -1.24431 -1.17324
H 1.21296 -2.54234 -1.73905
H 0.43573 3.02323 -1.03361
H -0.44220 2.05349 -2.22084
H -1.11691 2.33496 -0.62788
H -0.40320 -2.09105 0.14956
H 1.48534 0.84298 -1.25038
```

These are the natural (NBO) partial charges, in e, on atoms 1 to 2: -0.303 -0.291

---

Entry D
Density functional theory data (ωB97M-V/def2-TZVPD) for an isolated molecule of C6H13N3.

The molecular weight comes out at 127.19 Da. Its HOMO-LUMO gap is 7.3 eV. The HOMO energy is -6.42 eV. The structure (SMILES) is CC(=C/N)/C(N)=C(\C)N. Its charge is 0.

Geometry as XYZ:
```
22
C6H13N3, DFT ωB97M-V/def2-TZVPD
C 1.17593 -1.17093 1.35264
C -2.25832 1.22744 0.66832
C 0.22128 0.83386 0.01040
C 1.02215 -0.35648 0.09545
C -1.10205 0.46223 0.10015
N 0.72196 2.12613 -0.21571
N 2.06071 -0.55668 -0.81996
N -1.02040 -1.34050 -1.64556
C -1.13238 -0.91224 -0.29937
H 1.71539 2.25491 -0.10907
H 0.32823 2.65632 -0.97843
H 2.94156 -0.91744 -0.47908
H 2.17060 0.14392 -1.53661
H -0.59449 -2.25935 -1.72883
H -0.48547 -0.68712 -2.20705
H -1.73784 -1.62162 0.27485
H 1.22943 -2.24308 1.13886
H 2.10884 -0.90178 1.87492
H 0.34691 -0.99138 2.03261
H -2.83021 0.58596 1.34966
H -1.91948 2.10519 1.22331
H -2.96232 1.56266 -0.10150
```

These are the natural (NBO) partial charges, in e, on atoms 1 to 2: -0.633 -0.637

---

Stability summary: most stable entry A, least stable entry B.

---

Entry A
Density functional theory data (ωB97M-V/def2-TZVPD) for a cluster of 2 separate species, C6H13N3 in total.

The molecular weight comes out at 127.19 Da. Its HOMO-LUMO gap is 8.8 eV. The HOMO energy is -8.07 eV. The structure (SMILES) is CN(C)C#N.C=C(C)N. Its charge is 0.

Geometry as XYZ:
```
22
C6H13N3, DFT ωB97M-V/def2-TZVPD
C 1.26097 -1.25300 -0.22886
C 0.82557 -0.64440 -1.35129
C -1.09658 2.18041 -0.65856
C -2.42762 0.35400 0.34246
C 2.66569 -1.00768 0.26302
N -1.17590 1.13416 0.38005
N 0.58911 -2.33361 0.32274
C -0.26379 1.01392 1.37686
N 0.35997 1.12013 2.35409
H 0.77554 -2.43292 1.31933
H -0.40836 -2.31870 0.13220
H -0.12168 -0.90476 -1.80880
H 1.41071 0.13486 -1.82793
H -0.08066 2.58395 -0.72379
H -1.36556 1.76304 -1.63455
H -1.78215 3.00011 -0.42519
H -3.29380 0.99873 0.51748
H -2.42077 -0.43156 1.10507
H -2.53100 -0.12796 -0.63509
H 2.78627 -1.35189 1.29557
H 3.39247 -1.53851 -0.35953
H 2.90157 0.06169 0.24472
```

These are the natural (NBO) partial charges, in e, on atoms 1 to 2: 0.206 -0.544

---

Entry B
Density functional theory data (ωB97M-V/def2-TZVPD) for a cluster of 2 separate species, C6H13N3 in total.

The molecular weight comes out at 127.19 Da. Its HOMO-LUMO gap is 7.8 eV. The HOMO energy is -7.20 eV. Its charge is 0.

Geometry as XYZ:
```
22
C6H13N3, DFT ωB97M-V/def2-TZVPD
C 0.43125 0.92842 0.45370
C -1.94937 -0.68941 0.15969
C 0.05837 2.34436 0.07954
C 1.90949 0.66351 0.52680
C -0.09057 0.03480 -1.35582
C -0.49575 -0.81572 -0.25377
N -0.46958 -2.95953 0.54335
N 0.27461 -1.87710 -0.03351
N 0.57639 0.44425 -2.29394
H -0.05342 0.65182 1.38932
H -0.13720 -3.07557 1.49850
H -0.18955 -3.80725 0.05234
H 0.27830 0.21292 -3.24011
H -2.53751 -1.45916 -0.33939
H -2.35246 0.29374 -0.08567
H -2.02923 -0.85194 1.23422
H 0.54810 2.65711 -0.84536
H -1.02149 2.46675 -0.03000
H 0.39162 3.02689 0.86962
H 2.40089 0.89249 -0.42338
H 2.36368 1.29653 1.29738
H 2.09344 -0.37793 0.79651
```

These are the natural (NBO) partial charges, in e, on atoms 1 to 2: -0.166 -0.653

---

Stability summary: most stable entry A, least stable entry B.

---

Entry A
Density functional theory data (ωB97M-V/def2-TZVPD) for an isolated molecule of C2H3N3O.

The molecular weight comes out at 85.07 Da. Its HOMO-LUMO gap is 10.3 eV. The HOMO energy is -9.67 eV. The structure (SMILES) is O=c1nc[nH][nH]1. Its charge is 0.

Geometry as XYZ:
```
9
C2H3N3O, DFT ωB97M-V/def2-TZVPD
C -1.21664 -0.28025 0.02061
C 0.85092 -0.88968 -0.06835
H 1.83564 -1.42808 0.11137
H 1.66640 0.96795 0.19707
H -0.89036 1.83583 -0.20297
N -0.29308 -1.32704 0.07679
N 0.92183 0.47480 -0.22996
N -0.42549 0.90166 0.21559
O -2.44922 -0.25519 -0.12014
```

These are the natural (NBO) partial charges, in e, on atoms 1 to 2: 0.726 0.287

---

Entry B
Density functional theory data (ωB97M-V/def2-TZVPD) for an isolated molecule of C2H3N3O.

The molecular weight comes out at 85.07 Da. Its HOMO-LUMO gap is 11.2 eV. The HOMO energy is -10.74 eV. The structure (SMILES) is [H]/N=C/ONC#N. Its charge is 0.

Geometry as XYZ:
```
9
C2H3N3O, DFT ωB97M-V/def2-TZVPD
C 1.77173 -0.22094 0.08131
C -1.09098 -0.18951 -0.50003
N 2.35829 0.40856 -0.68746
N 0.91985 -0.76531 0.91190
N -1.12350 0.83879 0.15688
O -0.28283 -1.22962 0.15241
H -1.58454 -0.59800 -1.52424
H 0.58047 0.03677 1.41820
H -1.54849 1.71925 -0.00896
```

These are the natural (NBO) partial charges, in e, on atoms 1 to 2: 0.375 0.401

---

Stability summary: most stable entry A, least stable entry B.